1.
{
  "formula": "C18H17ClN4O4",
  "method": "ωB97M-V with the def2-TZVPD basis set",
  "elements": ["C", "O", "C", "C", "C", "C", "C", "C", "N", "C", "O", "N", "C", "C", "O", "N", "C", "C", "C", "C", "N", "C", "Cl", "C", "O", "C", "C", "H", "H", "H", "H", "H", "H", "H", "H", "H", "H", "H", "H", "H", "H", "H", "H", "H"],
  "coordinates": [[-5.1089, -2.5584, 4.7475], [-4.1788, -3.3658, 4.0664], [-3.4701, -2.8208, 3.0430], [-3.5978, -1.5135, 2.5877], [-2.8212, -1.0706, 1.5313], [-1.9153, -1.9099, 0.8983], [-1.0582, -1.3819, -0.2374], [-0.6634, -2.4431, -1.2672], [-1.6592, -0.2329, -0.8780], [-0.9564, 0.9070, -0.7245], [-1.2032, 2.0100, -1.1343], [0.1505, 0.5759, 0.0786], [1.2430, 1.4921, 0.2526], [2.0238, 1.5867, -1.0660], [1.8443, 0.8154, -1.9759], [2.9158, 2.6151, -1.0635], [3.7656, 3.0148, -2.0857], [3.8472, 2.3997, -3.3328], [4.7323, 2.8975, -4.2766], [5.5130, 3.9936, -3.9527], [5.4462, 4.5868, -2.7705], [4.6103, 4.1167, -1.8818], [4.5800, 4.9477, -0.3608], [0.2121, -0.7578, 0.3601], [1.0821, -1.3127, 0.9772], [-1.7792, -3.2123, 1.3683], [-2.5462, -3.6620, 2.4206], [-5.5418, -3.1941, 5.5181], [-4.6243, -1.6977, 5.2194], [-5.9031, -2.2086, 4.0800], [-4.2921, -0.8273, 3.0460], [-2.9324, -0.0486, 1.1995], [-1.5368, -3.0042, -1.5911], [-0.2081, -1.9537, -2.1259], [0.0669, -3.1219, -0.8369], [-2.4934, -0.2879, -1.4357], [0.8467, 2.4723, 0.5301], [1.8913, 1.0994, 1.0410], [2.9824, 3.1980, -0.2354], [3.2200, 1.5496, -3.5450], [4.8085, 2.4359, -5.2477], [6.2197, 4.4250, -4.6464], [-1.0654, -3.8824, 0.9192], [-2.4461, -4.6711, 2.7871]],
  "forces_ev_per_a": [[-0.2, 0.1, 0.1], [0.2, -0.2, -0.2], [0.1, 0.0, -0.1], [-0.2, -0.1, 0.3], [0.1, -0.1, -0.1], [-0.1, 0.1, 0.0], [0.1, -0.3, -0.1], [0.1, 0.1, 0.2], [-0.2, -0.3, -0.1], [0.0, -0.1, 0.1], [0.0, 0.4, -0.2], [0.2, 0.5, 0.1], [-0.2, -0.2, -0.1], [-0.1, 0.2, 0.4], [0.0, -0.1, -0.2], [0.1, 0.3, 0.3], [0.3, 0.1, -0.4], [0.0, 0.0, 0.0], [0.0, 0.1, 0.2], [0.0, -0.2, -0.2], [0.0, 0.2, 0.3], [0.0, -0.2, -0.4], [-0.1, 0.1, 0.3], [-0.1, 0.0, 0.0], [0.1, -0.2, 0.0], [-0.1, 0.1, 0.0], [-0.1, 0.0, 0.2], [0.0, 0.1, 0.0], [0.0, 0.0, 0.0], [0.0, 0.0, 0.0], [-0.1, 0.0, 0.1], [0.0, 0.1, 0.0], [-0.1, -0.1, 0.0], [0.0, 0.0, 0.0], [0.0, -0.1, 0.0], [0.0, 0.1, 0.0], [0.1, -0.1, 0.0], [-0.1, 0.1, -0.1], [-0.2, -0.2, -0.1], [0.0, 0.0, 0.0], [0.0, 0.0, -0.1], [0.0, 0.0, -0.1], [0.1, -0.1, -0.1], [0.0, -0.1, 0.0]],
  "mulliken_charge": [-0.84, -0.45, 0.88, -0.70, -0.53, -0.46, 2.16, -1.99, -0.09, 0.25, -0.67, 0.24, -1.25, 0.71, -0.63, -0.13, 0.33, -0.32, -0.51, -0.33, -0.54, 0.35, -0.23, 0.35, -0.67, -0.50, -0.79, 0.24, 0.34, 0.33, 0.40, 0.43, 0.42, 0.46, 0.38, 0.19, 0.42, 0.46, 0.23, 0.55, 0.39, 0.39, 0.32, 0.41],
  "de_lowest_ev": 0.000,
  "orbital_gap_ev": 9.3,
  "e_tot_ha": -1676.38686,
  "homo_energy_ev": -8.6714,
  "smiles": "COc1ccc([C@@]2(C)NC(=O)N(CC(=O)Nc3cccnc3Cl)C2=O)cc1",
  "total_charge": 0
}

2.
{
  "formula": "C18H17Co2N2O6",
  "method": "ωB97M-V with the def2-TZVPD basis set",
  "elements": ["O", "C", "Co", "C", "O", "C", "O", "C", "C", "C", "C", "C", "C", "C", "C", "C", "Co", "C", "O", "C", "O", "C", "O", "H", "H", "H", "H", "H", "H", "H", "C", "N", "C", "N", "C", "H", "H", "H", "H", "H", "H", "H", "H", "H", "H"],
  "coordinates": [[-3.5381, 0.8869, -0.9397], [-2.4260, 0.8747, -0.6166], [-0.7810, 0.7796, -0.1296], [-0.4405, 2.4934, -0.5745], [-0.4192, 3.5871, -0.9568], [-1.3011, 0.4346, 1.5111], [-1.8227, 0.2018, 2.5219], [-0.3827, -0.9357, -1.1475], [-1.5058, -1.7966, -1.5102], [-2.0804, -2.6155, -0.5059], [-3.3119, -3.2304, -0.7251], [-3.9283, -3.1173, -1.9754], [-3.2803, -2.4441, -3.0197], [-2.0540, -1.8128, -2.8116], [0.6251, -0.0703, -1.5665], [0.9426, 1.1490, -2.1211], [1.3282, -1.4332, -0.6555], [1.3297, -1.7555, 1.0998], [1.3518, -2.1375, 2.1939], [2.9627, -1.1218, -1.1994], [4.0542, -0.9617, -1.5432], [1.2673, -3.1706, -0.8419], [1.2746, -4.3245, -0.9054], [-1.5697, -2.7107, 0.4600], [-3.7873, -3.7730, 0.0957], [-4.9098, -3.5692, -2.1362], [-3.7377, -2.3918, -4.0049], [-1.5140, -1.3158, -3.6241], [1.9981, 1.3919, -2.2041], [0.2528, 1.5605, -2.8650], [2.6021, 2.1535, 0.4306], [1.5306, 2.0521, 1.4212], [1.0795, 3.3616, 1.9126], [2.0137, 1.2552, 2.4706], [1.2330, 1.1597, 3.6842], [2.1605, 2.1913, -0.5619], [3.1917, 3.0675, 0.5805], [3.2351, 1.2642, 0.5173], [1.7874, 4.1432, 1.6014], [0.0984, 3.5972, 1.4899], [0.9913, 3.3592, 2.9987], [2.2946, 0.3578, 2.0821], [0.1656, 0.9517, 3.5481], [1.6561, 0.3371, 4.2584], [1.3639, 2.0769, 4.2638]],
  "forces_ev_per_a": [[1.0, 0.1, 0.9], [-1.7, -0.3, -2.4], [0.2, 1.2, -1.0], [-1.0, 1.5, -0.1], [0.2, -1.1, 0.4], [0.8, -1.1, 2.8], [-0.1, 0.4, -1.2], [-0.8, 1.3, -0.1], [0.0, -0.3, -0.5], [-0.2, 0.4, -0.4], [0.4, 0.2, -0.1], [0.0, 0.0, -0.1], [0.1, -0.2, 0.2], [-0.1, -0.1, 0.7], [-1.6, 0.5, -1.4], [-0.7, -1.5, -0.7], [2.7, -2.3, 2.0], [0.0, 0.6, 1.7], [-0.1, 0.1, -0.9], [1.0, -0.1, 0.1], [-0.7, 0.1, 0.0], [-0.1, -1.7, -1.1], [-0.1, 0.8, 0.2], [-0.3, 0.2, -0.4], [0.1, 0.1, -0.3], [0.3, 0.1, 0.0], [0.0, -0.1, 0.1], [-0.3, 0.0, 0.3], [-0.2, 0.3, 0.0], [0.2, 0.2, 0.3], [-0.4, 0.2, 0.3], [-0.4, 0.9, -0.7], [0.2, -0.2, -0.4], [1.7, -0.6, 1.4], [0.0, -0.2, -0.2], [0.2, 0.1, 0.2], [0.3, -0.1, 0.1], [-0.1, 0.3, -0.2], [-0.1, 0.0, 0.2], [0.1, 0.1, 0.2], [0.0, 0.2, -0.3], [-0.6, 0.2, 0.2], [0.1, 0.1, 0.0], [0.0, 0.0, 0.0], [-0.1, -0.2, 0.2]],
  "mulliken_charge": [-0.43, 0.35, 0.44, 0.10, -0.47, -0.04, -0.49, 0.54, -0.18, -0.09, -0.64, -0.41, -0.55, -0.14, 0.52, -1.29, 0.12, 0.12, -0.44, 0.06, -0.45, 0.34, -0.44, 0.37, 0.34, 0.35, 0.36, 0.37, 0.46, 0.39, -1.24, 0.86, -1.02, -0.91, -0.86, 0.34, 0.32, 0.32, 0.29, 0.31, 0.31, 0.20, 0.19, 0.34, 0.39],
  "de_lowest_ev": 0.617,
  "orbital_gap_ev": 6.7,
  "e_tot_ha": -4022.44875,
  "homo_energy_ev": -3.7129,
  "total_charge": -1
}

3.
{
  "formula": "C18H17F9N5O6S2Sr",
  "method": "ωB97M-V with the def2-TZVPD basis set",
  "elements": ["Sr", "N", "C", "C", "C", "C", "C", "C", "S", "O", "O", "N", "C", "N", "C", "C", "C", "N", "H", "H", "H", "H", "H", "H", "H", "H", "H", "O", "N", "O", "O", "S", "C", "C", "C", "C", "H", "H", "H", "H", "H", "H", "H", "H", "F", "C", "F", "F", "C", "O", "C", "F", "F", "F", "C", "F", "F", "F"],
  "coordinates": [[1.6405, 0.2385, -0.6494], [-0.1016, -3.0532, 7.6387], [-0.0203, -2.3177, 6.4472], [-1.1446, -1.6723, 5.9382], [-1.0756, -0.9870, 4.7359], [0.1175, -0.9375, 4.0376], [1.2430, -1.5831, 4.5303], [1.1740, -2.2716, 5.7273], [0.2398, -0.0438, 2.5170], [-1.0896, 0.4444, 2.2006], [1.2748, 0.9459, 2.6922], [0.8016, -1.0426, 1.4200], [0.0199, -1.9866, 0.8323], [0.3724, -2.2558, -0.4447], [-0.3753, -3.1167, -1.1176], [-1.4590, -3.7583, -0.5403], [-1.7163, -3.4398, 0.7840], [-1.0050, -2.5695, 1.4831], [-0.8196, -2.7328, 8.2694], [0.7805, -3.1586, 8.1151], [-2.0799, -1.7181, 6.4852], [-1.9447, -0.4941, 4.3221], [2.1681, -1.5433, 3.9693], [2.0499, -2.7825, 6.1111], [-0.0954, -3.2896, -2.1514], [-2.0684, -4.4586, -1.0918], [-2.5417, -3.9069, 1.3145], [4.0141, 1.2245, -0.9244], [4.6857, 0.1731, -0.7819], [4.0042, -0.8639, -0.6191], [0.3482, 2.4016, -0.4152], [-1.0158, 2.1257, -0.9951], [-1.2188, 3.3627, -2.3146], [-1.9997, 4.5559, -1.7480], [-1.9262, 4.4724, -0.2221], [-2.1502, 3.0026, 0.0995], [-1.6922, 2.8868, -3.1709], [-0.1896, 3.5980, -2.5826], [-3.0449, 4.4904, -2.0598], [-1.6046, 5.4979, -2.1283], [-2.6674, 5.1114, 0.2596], [-0.9381, 4.7691, 0.1332], [-3.1638, 2.6763, -0.1479], [-1.8959, 2.6778, 1.1081], [2.3193, -1.2461, -5.9342], [1.9403, -1.1417, -4.6437], [3.0414, -1.1790, -3.8976], [1.2321, -2.2501, -4.3559], [1.1012, 0.1410, -4.3230], [0.9363, 0.2734, -3.0171], [-0.2932, 0.0135, -5.0277], [-0.9762, 1.1723, -4.9461], [-1.0477, -0.9135, -4.4278], [-0.2353, -0.3097, -6.3334], [1.8480, 1.3871, -4.9112], [1.2580, 2.5243, -4.5043], [3.1111, 1.4280, -4.4844], [1.8747, 1.4292, -6.2599]],
  "forces_ev_per_a": [[0.7, -0.1, -0.7], [0.0, 0.0, 0.0], [0.0, 0.0, 0.0], [0.0, 0.0, 0.0], [0.0, 0.0, 0.0], [0.0, 0.0, 0.0], [0.0, 0.0, 0.0], [0.0, 0.0, 0.0], [-0.1, -0.1, 0.1], [0.0, 0.0, 0.0], [0.1, 0.1, 0.0], [-0.1, 0.0, -0.1], [-0.2, 0.0, 0.2], [-0.1, 0.2, -0.1], [0.0, -0.1, 0.1], [0.0, 0.0, 0.0], [0.0, 0.0, 0.1], [0.1, 0.0, -0.1], [0.0, 0.0, 0.0], [0.0, 0.0, 0.0], [0.0, 0.0, 0.0], [0.0, 0.0, 0.0], [0.0, 0.0, 0.0], [0.0, 0.0, 0.0], [0.0, 0.0, 0.0], [0.0, 0.0, 0.0], [0.0, 0.0, 0.0], [-0.1, -0.1, 0.1], [0.0, 0.0, 0.0], [-0.1, 0.1, 0.0], [0.1, -0.1, 0.0], [-0.3, 0.0, 0.0], [0.0, 0.0, 0.0], [0.0, 0.0, 0.0], [0.0, 0.0, 0.0], [0.1, 0.0, 0.0], [0.0, 0.0, 0.0], [0.0, 0.0, 0.0], [0.0, 0.0, 0.0], [0.0, 0.0, 0.0], [0.0, 0.0, 0.0], [0.0, 0.0, 0.0], [0.0, 0.0, 0.0], [0.0, 0.0, 0.0], [0.0, 0.0, 0.0], [0.0, 0.0, 0.0], [0.0, 0.0, 0.0], [0.0, 0.0, 0.0], [-0.1, 0.0, 0.1], [0.0, 0.1, 0.5], [0.0, 0.0, 0.0], [0.0, 0.0, 0.0], [0.0, 0.0, 0.0], [0.0, 0.0, 0.0], [-0.1, 0.0, 0.0], [0.0, 0.0, 0.0], [0.0, 0.0, 0.0], [0.0, 0.0, 0.0]],
  "mulliken_charge": [2.04, -0.60, 1.09, -0.66, -0.27, -0.52, -0.68, -0.77, 1.80, -0.71, -0.85, -0.73, 0.45, -0.19, -0.11, -0.74, -0.15, -0.45, 0.23, 0.24, 0.26, 0.47, 0.46, 0.27, 0.38, 0.37, 0.40, -0.66, 0.50, -0.63, -0.84, 0.79, -0.54, -0.66, -0.66, -0.75, 0.34, 0.23, 0.27, 0.32, 0.43, 0.26, 0.40, 0.30, -0.28, 0.35, -0.22, -0.25, 0.67, -0.74, 0.45, -0.23, -0.22, -0.28, 0.39, -0.19, -0.25, -0.28],
  "de_lowest_ev": 0.224,
  "orbital_gap_ev": 7.8,
  "e_tot_ha": -3147.43896,
  "homo_energy_ev": -5.5056,
  "total_charge": -1
}